Computed, not measured: a 2-piece molecular cluster, C2H8N2O2 overall, with ωB97M-V/def2-TZVPD.

Geometry as XYZ:
```
14
C2H8N2O2 ωB97M-V/def2-TZVPD
O 1.145 -0.686 -1.401
O 0.551 -1.604 0.581
N -0.503 1.764 1.227
N -1.300 -0.140 -0.081
C -0.852 1.310 -0.169
C 1.387 -1.118 -0.275
H -0.888 -0.604 -0.926
H -1.512 1.996 -0.659
H -2.337 -0.085 -0.287
H 0.048 1.414 -0.773
H -1.304 1.866 1.857
H 0.038 -0.839 0.879
H 2.299 -0.772 0.086
H -0.504 2.834 1.023
```

Calculated values
Charge: 0
Structure (SMILES): O=CO.NCN
Orbital gap: 10.87 eV
E_LUMO: 0.030 Eh

---

Computed, not measured: C13H24Cl2F6NO7S2SbTi as an isolated structure, with ωB97M-V/def2-TZVPD.

Geometry as XYZ:
```
57
C13H24Cl2F6NO7S2SbTi ωB97M-V/def2-TZVPD
Sb 1.106 0.154 -0.965
Ti -0.909 -0.026 1.017
Cl -0.848 1.923 2.152
Cl -3.673 0.320 1.724
S 1.180 -0.359 3.406
S -0.883 -2.042 3.431
F 1.009 -3.622 2.312
F -1.006 -4.239 1.855
F 3.863 -0.118 3.596
F 3.001 -1.681 4.788
F -0.159 -2.508 0.886
F 3.188 -1.940 2.662
O 1.195 0.908 4.028
O 0.905 -0.432 1.974
O -1.702 -2.849 4.248
O -1.692 1.551 -0.465
O -3.374 -1.224 -1.844
O -1.882 -0.881 -0.228
O -1.543 -1.013 2.648
N 0.387 -1.498 4.151
C -0.023 -1.733 -3.246
C 2.402 2.710 -2.295
C 1.040 -1.679 -2.163
C -2.096 1.256 -2.831
C -0.225 -3.191 2.054
C 3.772 0.603 0.603
C -2.686 -0.496 -1.163
C -2.643 1.044 -1.417
C 3.094 -0.434 -0.273
C 1.827 1.362 -2.685
C -4.015 1.699 -1.288
C -4.139 1.531 2.798
C 2.922 -1.056 3.622
H -2.052 2.301 0.046
H 1.677 3.293 -1.727
H 0.058 -2.673 -3.790
H 3.111 0.928 1.408
H 3.298 2.590 -1.693
H 2.950 -1.368 0.275
H 0.993 1.506 -3.370
H -4.401 1.648 -0.274
H -3.957 2.741 -1.597
H -2.677 0.652 -3.521
H -4.373 1.217 3.798
H 0.900 -2.502 -1.463
H 2.032 -1.769 -2.611
H -1.022 -1.683 -2.823
H -1.055 0.942 -2.870
H 4.051 1.477 0.019
H 0.106 -0.923 -3.960
H -2.151 2.305 -3.110
H -3.793 2.530 2.594
H 2.575 0.752 -3.187
H 4.676 0.190 1.049
H 3.703 -0.647 -1.153
H -4.711 1.184 -1.941
H 2.670 3.270 -3.191
```

Calculated values
Charge: 0
Orbital gap (alpha / beta): 8.18 / 8.90 eV
2S+1: 3
E_LUMO (alpha / beta): 0.003 / -0.020 Eh

---

Computed, not measured: a 13-piece molecular cluster, C41H110N20O13 overall, with ωB97M-V/def2-TZVPD.

Geometry as XYZ:
```
184
C41H110N20O13 ωB97M-V/def2-TZVPD
O -3.224 1.321 6.017
O 6.736 -4.622 4.865
O -4.889 -1.423 -2.929
O 3.846 -5.851 -5.264
O -4.989 4.700 -3.329
O 8.620 -1.420 1.058
O -9.659 1.897 -0.275
O -1.270 -7.166 -9.191
O 7.594 4.866 1.344
O 5.920 8.012 -3.611
O -5.043 8.032 5.563
O 0.956 2.834 -1.846
O -1.011 -7.729 -0.028
N -3.995 -2.769 -1.467
N 0.872 1.559 -1.125
N 9.680 -2.985 2.254
N 7.757 2.809 2.102
N -3.249 3.355 -3.432
N 6.702 -6.020 -3.023
N -1.710 -8.336 -2.040
N -2.796 5.416 -3.703
N 10.652 -2.088 0.640
N -8.385 0.727 1.010
N 0.401 -7.609 -1.603
N 8.053 3.140 -0.060
N -6.129 -2.861 -1.828
N 5.754 7.724 -1.433
N -7.522 2.407 0.209
N 5.796 -5.374 1.992
N -0.202 -7.376 -6.622
N -5.563 7.559 4.349
N 5.326 6.026 -2.803
N -5.224 0.001 4.529
C 5.378 -6.038 3.206
C 3.300 0.986 -1.425
C 3.994 -5.405 -6.636
C -1.271 -6.463 -6.893
C 0.345 0.356 0.974
C -7.696 6.917 5.259
C -4.602 7.892 3.206
C -3.769 4.521 -3.528
C 1.610 0.222 -3.071
C -3.230 7.324 3.491
C 5.833 -6.460 -4.119
C -4.532 1.212 6.591
C 4.860 -5.325 -4.469
C -8.610 1.715 0.317
C 5.256 -7.552 2.751
C -0.771 2.537 0.384
C 1.870 0.535 -1.541
C 5.947 -4.102 5.942
C -5.007 -2.315 -2.191
C 1.576 2.628 1.097
C -6.984 7.800 4.217
C -7.004 0.908 5.873
C 5.653 7.286 -2.653
C 1.658 -0.792 -0.765
C -5.508 1.060 5.453
C 0.594 1.732 0.277
C 6.463 -5.967 4.307
C -2.293 1.608 7.133
C -7.584 9.237 4.269
C 1.470 -0.633 0.786
C 5.203 -7.785 -3.622
C -1.046 -5.135 -6.005
C 9.581 -2.073 1.337
C -0.797 -7.961 -1.179
C -1.338 -6.018 -8.396
C -1.275 -6.930 -10.568
C -7.452 7.229 2.856
C 7.722 3.692 1.090
C -4.554 9.424 3.078
C -6.625 7.617 1.605
C -5.164 7.219 1.909
H -6.709 1.931 0.574
H -6.200 -3.563 -1.105
H -5.434 2.023 4.948
H 7.849 2.154 0.020
H 6.075 -4.703 6.842
H 7.402 -6.359 3.915
H 8.131 1.897 1.882
H -4.556 7.458 1.037
H 6.994 -6.818 -2.477
H 0.717 -1.041 -1.256
H -8.573 9.268 4.727
H -6.979 9.983 4.783
H -7.534 0.489 1.498
H 11.420 -2.708 0.853
H 0.450 -7.578 -2.611
H -6.950 -2.537 -2.320
H 6.300 -6.584 5.190
H 3.977 0.323 -1.964
H -4.937 2.096 7.085
H 4.978 5.420 -2.074
H 4.881 -4.162 5.721
H 0.564 -0.078 -3.131
H -0.420 -5.493 -8.660
H 5.760 8.688 -1.133
H -7.743 1.272 5.159
H 2.606 2.303 0.950
H 0.672 -6.872 -6.664
H 10.579 -3.410 2.432
H 3.541 -6.162 -7.276
H -7.170 1.536 6.748
H -7.587 7.162 6.315
H 7.598 3.187 3.025
H 8.886 -3.074 2.871
H 4.457 -7.647 2.015
H 3.715 1.026 -0.418
H 1.693 3.216 -1.365
H 6.234 -7.878 2.398
H -2.233 -6.961 -6.773
H -3.061 6.390 -3.716
H -3.289 6.376 4.026
H -7.226 -0.110 6.190
H -2.240 3.330 -3.406
H -1.141 2.648 1.403
H 2.368 -0.180 1.205
H -4.226 -0.003 4.371
H 6.766 -5.644 1.913
H -1.288 -7.896 -11.073
H -5.184 6.132 1.838
H -3.930 9.785 2.260
H 4.439 -8.200 -4.279
H 5.913 7.046 -0.701
H -2.108 0.735 7.759
H -5.513 9.891 2.850
H 5.027 -8.288 3.522
H -4.127 -3.627 -0.952
H -1.322 1.846 6.698
H -7.411 5.870 5.158
H -5.379 -0.918 4.919
H -0.703 3.514 -0.095
H -9.111 0.025 1.042
H -2.629 2.371 7.835
H -1.426 -8.365 -3.009
H 10.681 -1.523 -0.197
H 1.343 2.610 2.162
H -6.996 7.021 0.772
H 6.147 -3.070 6.228
H -2.856 8.034 4.229
H -6.726 8.691 1.444
H -7.405 6.143 2.930
H -7.464 3.083 -0.539
H 2.049 -0.745 -3.317
H -0.139 -4.562 -6.199
H 5.933 -8.575 -3.442
H 3.458 -4.482 -6.857
H -7.774 9.681 3.291
H 6.571 -6.687 -4.888
H 1.734 3.630 0.699
H 5.822 -4.369 2.089
H -5.076 7.229 6.087
H 4.741 -7.673 -2.641
H 4.384 -5.785 3.575
H -0.309 -7.836 -7.515
H -2.687 -8.434 -1.802
H -3.202 -2.144 -1.430
H 1.264 -1.561 1.319
H -2.499 7.314 2.682
H -4.546 0.368 7.280
H 2.353 -1.611 -0.947
H -2.101 -5.354 -8.803
H -0.362 -6.439 -10.904
H -8.501 7.448 2.656
H 4.350 -5.008 -3.560
H -0.637 -0.050 0.730
H 8.153 3.655 -0.923
H -2.178 -6.416 -10.897
H 1.915 0.986 -3.786
H 5.432 5.621 -3.722
H 6.123 -5.590 -2.316
H -3.705 2.473 -3.248
H -0.807 -5.381 -4.971
H 0.879 -6.894 -1.073
H 5.011 -5.408 -7.029
H -1.500 1.859 -0.058
H -1.865 -4.417 -6.006
H -8.765 7.016 5.068
H 0.281 0.501 2.052
H 3.397 2.029 -1.726
H -1.809 5.216 -3.782
H 5.260 -4.388 -4.856
H -4.032 9.812 3.952
```

Calculated values
Charge: 0
Orbital gap: 8.12 eV
E_LUMO: -0.004 Eh

---

Computed, not measured: C40H36AsN3O3SZn as an isolated structure, with ωB97M-V/def2-TZVPD.

Geometry as XYZ:
```
85
C40H36AsN3O3SZn ωB97M-V/def2-TZVPD
As 0.287 2.382 0.288
Zn 0.477 -0.146 0.678
S 0.791 0.441 2.904
O -3.181 -1.021 -1.570
O -1.010 -4.360 2.426
O 1.377 -5.115 -0.406
N -1.293 -1.110 0.402
N -2.414 -3.165 0.450
N -0.182 -3.116 -0.062
C 1.714 -1.495 -0.069
C 3.382 -3.734 -0.547
C -2.440 -4.570 0.587
C 2.022 -3.897 -0.381
C -4.569 0.511 -0.285
C 3.101 -1.364 -0.233
C -3.221 -5.343 -0.256
C -3.987 -0.786 -2.707
C 0.227 3.992 4.699
C 1.195 -2.779 -0.158
C -2.507 -0.411 0.598
C 3.139 2.886 0.785
C -2.525 -7.331 0.877
C 4.881 2.500 -0.830
C -1.705 -5.190 1.615
C 3.919 -2.449 -0.478
C 3.933 2.083 -1.755
C -0.145 -4.933 3.390
C -2.713 0.311 1.766
C 2.188 2.477 -0.140
C 0.255 3.067 2.091
C -1.625 5.979 -2.083
C 0.463 2.153 3.134
C -4.754 1.222 0.895
C 0.439 2.652 4.445
C 4.485 2.891 0.439
C 2.592 2.060 -1.406
C -0.251 5.803 -2.128
C -1.279 -2.410 0.269
C -3.828 1.123 1.920
C 2.146 -6.256 -0.721
C -1.827 4.036 -0.684
C -0.445 3.865 -0.719
C 0.045 4.419 2.352
C -3.449 -0.299 -0.439
C 0.343 4.747 -1.447
C -1.733 -6.575 1.733
C -3.282 -6.722 -0.108
C -2.414 5.094 -1.359
C 0.030 4.890 3.653
H -2.448 3.344 -0.123
H -5.626 1.853 1.002
H 0.627 -5.536 2.905
H 5.930 2.508 -1.097
H -3.487 5.227 -1.323
H -0.106 5.112 1.533
H -3.981 0.273 -2.978
H -3.776 -4.847 -1.042
H -0.700 -5.545 4.105
H 1.418 4.624 -1.477
H -3.900 -7.310 -0.771
H -3.550 -1.370 -3.512
H -1.158 -7.063 2.505
H 1.452 -7.093 -0.748
H 5.223 3.201 1.167
H -3.288 -2.694 0.288
H 4.986 -2.315 -0.603
H -5.018 -1.112 -2.542
H -0.339 -4.107 -0.163
H 4.239 1.758 -2.741
H -1.967 0.232 2.546
H 2.909 -6.439 0.040
H 0.317 -4.097 3.905
H -2.083 6.803 -2.613
H 0.215 4.343 5.723
H 0.366 6.492 -2.691
H -5.292 0.601 -1.082
H -3.964 1.677 2.838
H -2.546 -8.407 0.992
H 1.859 1.705 -2.123
H 4.024 -4.584 -0.719
H 2.629 -6.150 -1.696
H 2.833 3.190 1.779
H 3.551 -0.381 -0.158
H -0.131 5.941 3.850
H 0.596 1.960 5.262
```

Calculated values
Charge: 0
Orbital gap: 7.64 eV
E_LUMO: 0.021 Eh

---

Computed, not measured: a 16-piece molecular cluster, C4H40N2O15 overall, with ωB97M-V/def2-TZVPD.

Geometry as XYZ:
```
61
C4H40N2O15 ωB97M-V/def2-TZVPD
O -2.331 -1.229 -2.702
O 2.295 0.521 -0.727
O 1.380 -0.381 -3.488
O 3.908 -1.959 -2.825
O 2.053 -4.133 1.908
O 4.232 2.412 -0.494
O -2.803 0.608 0.348
O -2.466 -0.944 4.241
O -1.514 -3.440 0.356
O -2.138 2.446 -3.297
O -0.587 -1.187 -0.770
O 0.967 -4.233 -2.724
O 0.409 3.422 -2.664
O 1.821 -2.328 -1.044
O -3.099 -1.476 1.545
N 1.142 0.730 1.590
N -2.481 2.935 2.399
C 1.933 1.128 2.492
C -1.131 2.786 2.948
C -0.093 3.049 1.835
C 0.128 1.693 1.121
H -3.366 0.626 -0.432
H 1.496 -1.331 -3.616
H 0.823 3.439 2.259
H -0.995 -2.801 -0.159
H 1.722 -3.970 -2.186
H 3.897 3.306 -0.417
H -0.958 3.627 3.608
H -1.645 -4.326 0.030
H 3.186 -2.286 -2.289
H -2.062 -0.417 3.546
H 1.214 -1.668 -0.666
H -2.991 -0.245 0.781
H -2.280 3.360 -3.023
H 1.131 3.150 -2.089
H -3.132 -1.616 -3.061
H 2.316 -3.393 2.449
H 2.557 0.567 0.207
H -2.360 -0.271 -2.763
H -1.177 -1.170 -1.573
H 0.717 3.302 -3.567
H -0.596 3.561 1.011
H 0.228 -3.985 -2.163
H -0.888 -0.512 -0.148
H -0.981 1.843 3.474
H -2.555 2.442 1.519
H 1.967 2.083 3.012
H 0.350 1.841 0.066
H -1.735 -1.290 4.761
H -1.524 2.167 -2.621
H 3.656 1.936 -1.100
H 3.708 -1.896 -3.753
H 1.103 -4.248 1.838
H 1.394 0.208 -0.619
H -0.808 1.127 1.059
H 2.690 0.428 2.856
H -3.315 -1.561 2.481
H 0.827 -0.392 -2.702
H 2.442 -2.640 -0.379
H -2.460 -2.159 1.270
H -3.220 2.743 3.052
```

Calculated values
Charge: 0
Orbital gap: 9.04 eV
E_LUMO: -0.007 Eh

---

Computed, not measured: the molecule C3H3NO2, with ωB97M-V/def2-TZVPD.

Geometry as XYZ:
```
9
C3H3NO2 ωB97M-V/def2-TZVPD
O -0.398 1.387 0.810
O -0.441 -2.018 0.608
N -0.652 0.166 1.508
C 0.374 -0.180 -0.561
C -0.176 -0.763 0.698
C 0.120 1.171 -0.358
H 1.232 -0.554 -1.112
H 0.347 2.055 -0.943
H -0.405 -1.264 -0.650
```

Calculated values
Charge: 0
Orbital gap: 8.93 eV
E_LUMO: -0.023 Eh

---

Computed, not measured: ClCu4O4Pb2 as an isolated structure, with ωB97M-V/def2-TZVPD.

Geometry as XYZ:
```
11
ClCu4O4Pb2 ωB97M-V/def2-TZVPD
Pb -13.358 16.217 21.217
Pb -11.309 9.796 14.535
Cu -19.638 20.338 14.607
Cu -13.627 17.927 15.127
Cu -19.571 7.416 15.421
Cu -17.206 12.177 10.107
Cl -16.902 13.342 15.806
O -16.827 13.395 17.235
O -15.684 13.277 15.033
O -17.670 14.466 15.201
O -17.442 12.077 15.575
```

Calculated values
Charge: +7
Orbital gap: 2.06 eV
E_LUMO: -0.778 Eh

---

Computed, not measured: a 2-piece molecular cluster, C5H10NO3 overall, with ωB97M-V/def2-TZVPD.

Geometry as XYZ:
```
19
C5H10NO3 ωB97M-V/def2-TZVPD
O -0.097 0.432 0.795
O 2.445 -0.837 1.068
O 1.068 -1.395 -0.588
N 1.885 -0.448 -0.048
C -3.213 -1.568 0.852
C -1.179 -0.008 0.715
C -2.297 -0.575 0.262
C 3.184 1.568 -0.357
C 2.299 0.494 -0.770
H 4.141 1.361 0.043
H 1.724 0.521 -1.800
H 3.443 2.052 -1.257
H -3.354 -2.311 0.114
H -2.625 -0.120 -0.645
H 1.827 -0.769 1.782
H -4.208 -1.009 1.184
H 2.585 2.226 0.177
H 1.511 -2.215 -0.786
H -2.661 -1.942 1.783
```

Calculated values
Charge: +1
Orbital gap: 7.58 eV
E_LUMO: -0.165 Eh

---

Computed, not measured: a 2-piece molecular cluster, C3H9NO2 overall, with ωB97M-V/def2-TZVPD.

Geometry as XYZ:
```
15
C3H9NO2 ωB97M-V/def2-TZVPD
O 2.285 0.041 -1.758
O -1.695 -2.510 2.192
N 0.928 1.714 -2.296
C -1.522 -1.437 1.249
C 0.863 0.783 -0.003
C 1.387 0.775 -1.394
H 1.424 1.717 -3.163
H 0.271 2.431 -2.022
H 0.014 1.425 0.213
H 1.647 0.979 0.722
H -0.797 -0.700 1.580
H -1.388 -1.880 0.279
H -1.311 -2.248 3.018
H 0.374 -0.190 0.134
H -2.480 -0.901 1.251
```

Calculated values
Charge: 0
Structure (SMILES): CC(N)=O.CO
Orbital gap: 10.64 eV
E_LUMO: 0.026 Eh